Record 1
13 unconnected molecules or ions with the total composition C2H29O13 in a non-equilibrium geometry. Source: the OMol25 dataset; level of theory: ωB97M-V/def2-TZVPD.

Geometry as XYZ:
```
44
C2H29O13 ωB97M-V/def2-TZVPD
O 3.111 -2.882 -0.687
O 1.450 -1.552 -2.990
O 2.118 1.444 3.507
O 0.489 -2.161 1.903
O -3.294 1.780 2.446
O -2.912 -1.015 -2.491
O -2.243 -0.662 2.552
O -0.245 2.252 2.569
O -0.289 0.294 0.862
O 3.244 -0.724 1.577
O -2.379 1.162 -0.185
O -0.604 -1.590 -1.114
O -0.545 0.172 -3.907
C 0.575 1.468 -1.106
C 0.859 0.619 0.104
H -0.453 1.773 3.392
H 0.139 2.383 -0.837
H -2.745 0.150 2.508
H 2.341 -2.476 -1.048
H -1.349 -0.049 -3.439
H 1.500 -1.748 -3.932
H -0.756 1.092 -4.038
H -2.766 1.787 1.636
H -1.636 0.649 0.123
H 1.486 1.143 0.827
H 0.245 -1.386 1.416
H -2.814 -1.552 -3.247
H -1.499 -0.374 2.029
H 1.244 -0.615 -3.164
H 3.807 -1.052 0.931
H -0.146 0.940 -1.655
H 2.424 -0.587 1.140
H 0.510 -1.768 2.800
H -2.104 1.726 -0.889
H 3.384 -3.363 -1.470
H 1.320 -0.341 -0.076
H -4.090 2.103 2.160
H -0.306 1.588 1.913
H 2.624 1.222 2.705
H -0.402 -0.883 -0.498
H 0.025 -1.443 -1.893
H -2.136 -1.137 -1.954
H 1.422 1.685 -1.697
H 1.394 1.945 3.235
```

Energy ... -29163.6992 eV
Maximum force ... 3.6 eV/Å
Total charge ... -1
LUMO ... 2.208 eV

***

Record 2
A molecular structure, C2H29O13Pb in a non-equilibrium geometry. Source: the OMol25 dataset; level of theory: ωB97M-V/def2-TZVPD.

Geometry as XYZ:
```
45
C2H29O13Pb ωB97M-V/def2-TZVPD
Pb 40.579 -14.309 25.353
O 44.306 -11.708 26.411
O 45.169 -10.264 19.659
O 44.382 -16.133 25.071
O 40.953 -10.861 22.046
O 42.189 -12.593 24.226
O 40.728 -15.503 22.869
O 45.713 -9.601 24.815
O 45.512 -15.159 21.737
O 41.070 -10.346 25.473
O 45.015 -14.145 27.009
O 43.067 -16.767 22.276
O 42.312 -10.001 19.640
O 46.995 -12.631 19.569
C 43.731 -12.093 22.455
C 43.294 -13.121 23.526
H 43.866 -11.054 22.759
H 44.251 -15.962 24.139
H 45.936 -14.401 26.971
H 44.157 -13.270 24.174
H 43.280 -17.678 22.073
H 45.313 -10.010 20.570
H 45.130 -16.730 25.103
H 43.062 -12.123 21.595
H 43.030 -14.018 22.966
H 45.846 -15.984 22.088
H 43.849 -16.276 22.025
H 41.849 -9.933 20.475
H 46.153 -14.503 22.010
H 44.585 -14.700 26.358
H 40.951 -9.719 24.760
H 43.984 -12.283 25.716
H 46.468 -13.366 19.257
H 41.827 -9.425 19.049
H 41.496 -11.099 25.063
H 45.767 -9.152 23.971
H 41.209 -11.538 22.673
H 44.244 -10.074 19.500
H 45.188 -9.018 25.364
H 46.362 -11.929 19.720
H 40.026 -10.704 22.228
H 44.672 -12.318 21.954
H 44.657 -10.947 25.950
H 41.552 -15.982 22.958
H 40.571 -15.468 21.925
```

Multiplicity ... 2
Energy ... -34408.3768 eV
Maximum force ... 2.2 eV/Å
Total charge ... 0
LUMO (spin up / spin down) ... -0.599 / -0.751 eV

***

Record 3
A molecular structure, C2H2Ag2Cl6F4V in a non-equilibrium geometry. Source: the OMol25 dataset; level of theory: ωB97M-V/def2-TZVPD.

Geometry as XYZ:
```
17
C2H2Ag2Cl6F4V ωB97M-V/def2-TZVPD
Ag 0.986 2.578 -1.477
Ag 1.368 -0.974 -2.424
V 3.004 0.505 0.139
Cl -3.809 -0.242 0.307
Cl -1.923 -1.989 -1.220
Cl -1.061 -0.400 3.975
Cl -3.556 -0.114 -2.612
Cl 0.050 -2.044 1.859
Cl 1.513 0.263 2.717
F 2.414 2.630 0.305
F 2.772 1.164 -2.166
F 0.683 0.424 -0.592
F 2.937 -1.525 -0.874
C -0.092 -0.388 2.457
C -2.709 -0.450 -1.102
H -1.963 0.340 -1.011
H -0.614 0.222 1.720
```

Multiplicity ... 6
Energy ... -121773.2580 eV
Maximum force ... 2.9 eV/Å
Total charge ... +2
LUMO (spin up / spin down) ... -8.416 / -13.787 eV

***

Record 4
A molecular structure, C2H2AgLiO2 in a non-equilibrium geometry. Source: the OMol25 dataset; level of theory: ωB97M-V/def2-TZVPD.

Geometry as XYZ:
```
8
C2H2AgLiO2 ωB97M-V/def2-TZVPD
Ag -0.834 -1.103 -0.179
O 2.134 1.366 -0.157
O -2.264 0.359 0.618
C 1.670 -0.997 -0.689
C 2.044 0.199 -0.446
Li -1.887 2.058 0.854
H -3.115 0.010 0.885
H 2.252 -1.892 -0.884
```

Energy ... -10403.8806 eV
Maximum force ... 1.8 eV/Å
Total charge ... 0
LUMO ... -1.149 eV

***

Record 5
A molecular structure, C2H2AuO2 in a non-equilibrium geometry. Source: the OMol25 dataset; level of theory: ωB97M-V/def2-TZVPD.

Geometry as XYZ:
```
7
C2H2AuO2 ωB97M-V/def2-TZVPD
Au -2.170 -0.738 -1.128
O -0.560 -0.747 -1.013
O -0.272 -0.252 1.712
C 0.351 0.026 -0.526
C 0.609 0.060 0.879
H 1.446 0.721 1.180
H 0.598 0.929 -1.103
```

Multiplicity ... 4
Energy ... -9862.7111 eV
Maximum force ... 16.3 eV/Å
Total charge ... +2
LUMO (spin up / spin down) ... -11.924 / -15.084 eV

***

Record 6
A gas-phase ion, C2H2BO3 (charge -1) in a non-equilibrium geometry. Source: the OMol25 dataset; level of theory: ωB97M-V/def2-TZVPD.

Geometry as XYZ:
```
8
C2H2BO3 ωB97M-V/def2-TZVPD
O 2.161 -1.203 -0.182
O -0.135 -1.097 0.384
O 1.196 1.942 0.219
C 1.053 -0.710 -0.117
C 0.405 0.602 -0.419
B -1.130 0.160 0.013
H -1.831 -0.208 -0.920
H -1.719 0.515 1.022
```

Energy ... -8922.6798 eV
Maximum force ... 10.1 eV/Å
Total charge ... -1
LUMO (spin up / spin down) ... 3.484 / 3.464 eV

***

Record 7
A molecular structure, C2H2BeO2 in a non-equilibrium geometry. Source: the OMol25 dataset; level of theory: ωB97M-V/def2-TZVPD.

Geometry as XYZ:
```
7
C2H2BeO2 ωB97M-V/def2-TZVPD
O 1.081 -0.944 0.208
O 2.026 0.147 0.312
C -0.773 0.747 -0.057
C -0.436 -0.465 0.319
Be 0.853 0.943 -0.609
H -1.779 0.989 -0.402
H -0.971 -1.416 0.228
```

Energy ... -6597.9935 eV
Maximum force ... 3.7 eV/Å
Total charge ... 0
LUMO ... -0.884 eV

***

Record 8
A molecular structure, C2H2Br2I2 in a non-equilibrium geometry. Source: the OMol25 dataset; level of theory: ωB97M-V/def2-TZVPD.

Geometry as XYZ:
```
8
C2H2Br2I2 ωB97M-V/def2-TZVPD
I -0.335 1.734 2.813
I -0.102 1.803 -1.252
Br 2.509 -0.260 -0.675
Br -1.986 -0.845 -0.213
C -0.212 -1.121 -0.558
C 0.638 -0.115 -0.868
H -0.567 0.984 1.432
H 0.056 -2.180 -0.679
```

Energy ... -158391.2522 eV
Maximum force ... 2.2 eV/Å
Total charge ... 0
LUMO ... 0.004 eV

***

One value per record, in order, for relative energy (zero: lowest compared OMol25 entry of this formula, charge and spin): 35.5; 0.0; 38.7; 0.0; 14.1; 86.4; 31.6; 17.0 kcal per mole.